ORCA calculation (ωB97M-V/def2-TZVPD) on a molecular structure, C22H26N3O4PbSeTe4 in a non-equilibrium geometry.

## Properties
Total charge: -1
Frontier orbital gap (eV): 5.78
Energy (eV): -135666.7280
Largest force on an atom (eV Å⁻¹): 2.0
Lowest unoccupied orbital energy (eV): 1.701
ΔE to the lowest compared entry with this formula, charge and spin (kJ/mol): 80.6

```
61
C22H26N3O4PbSeTe4 | the Open Molecules 2025 dataset | ωB97M-V/def2-TZVPD
Pb -0.28100 0.51670 0.02112
Te -2.13567 -1.69574 -0.07052
Te -3.47305 -1.33639 -2.41123
Te -3.62923 1.36850 -2.54610
Te -0.99324 2.03368 -2.26997
O 3.88121 -0.00337 -0.68990
C 2.86418 -0.66127 -0.89348
O 1.71448 -0.13466 -1.13816
C 3.04402 -2.19157 -0.84787
C 4.30046 -2.75286 -1.06809
C 4.49556 -4.11858 -0.97458
C 3.46506 -4.96215 -0.63234
C 2.21934 -4.41937 -0.35293
C 2.00392 -3.03642 -0.47880
N 1.15336 -5.24442 0.10820
O 0.27650 -4.70734 0.76895
O 1.13388 -6.43238 -0.20053
H 5.12228 -2.09309 -1.31169
H 5.47824 -4.52989 -1.16722
H 3.61640 -6.02808 -0.54715
H 1.02672 -2.63109 -0.27634
C 0.10987 -3.22822 5.50108
C 1.54220 -2.70454 5.48544
C 2.31701 -3.13695 4.23905
C 1.85148 -2.43401 2.96050
N 2.32450 -1.06769 2.89704
C 1.59015 0.04984 3.11984
Se -0.18921 0.08982 3.52173
N 2.40274 1.13358 3.02364
C 1.98368 2.51757 3.12365
C 1.49941 2.93726 4.51389
C 2.47317 2.60734 5.64315
C 3.76903 3.41054 5.56436
C 3.68497 0.69722 2.72324
C 4.87648 1.37584 2.52650
C 6.00977 0.61941 2.28738
C 5.95625 -0.76959 2.22207
C 4.76533 -1.45280 2.38074
C 3.63421 -0.69838 2.64637
H -0.38469 -2.96132 6.43467
H 0.09694 -4.31404 5.39537
H -0.47709 -2.80170 4.68929
H 2.07872 -3.07771 6.36281
H 1.53252 -1.61263 5.54794
H 2.19922 -4.21389 4.09142
H 3.38190 -2.93223 4.38620
H 0.76187 -2.42284 2.91559
H 2.22924 -2.95840 2.08152
H 1.17718 2.68489 2.40390
H 2.83644 3.12706 2.82791
H 0.54438 2.45860 4.72298
H 1.32916 4.01640 4.47457
H 2.69897 1.53740 5.62440
H 1.97636 2.81284 6.59459
H 4.35922 3.11107 4.70016
H 4.37851 3.24981 6.45320
H 3.55155 4.47665 5.48291
H 4.93239 2.45376 2.55312
H 6.95529 1.12091 2.13906
H 6.86644 -1.32230 2.03745
H 4.71586 -2.52799 2.28632
```

Atomic partial charges in e from the natural (NBO) method, atoms 1 to 5: number 1, Pb, carries 0.83; number 2, Te, carries -0.43; number 3, Te, carries -0.06; number 4, Te, carries -0.08; number 5, Te, carries -0.42

ORCA calculation (ωB97M-V/def2-TZVPD) on a single C22H26N4O5S molecule in a non-equilibrium geometry.

## Properties
SMILES string: O=C(CN(c1ccccc1)S(=O)(=O)c1ccccc1[N+](=O)[O-])NN=C1CCCCCCC1
Frontier orbital gap (eV): 8.01
Energy (eV): -50265.1396
Largest force on an atom (eV Å⁻¹): 1.3
Lowest unoccupied orbital energy (eV): -0.587
ΔE to the lowest compared entry with this formula, charge and spin (kJ/mol): 640.8

```
58
C22H26N4O5S | the Open Molecules 2025 dataset | ωB97M-V/def2-TZVPD
O -1.70597 -2.51509 1.81806
C -0.83056 -1.67696 1.72761
N 0.45766 -2.00580 1.50688
N 1.45082 -1.08623 1.53531
C 2.57499 -1.29512 0.97988
C 3.58666 -0.19494 1.14090
C 3.29838 0.99784 0.21371
C 3.89507 0.89533 -1.19435
C 3.76969 -0.46234 -1.89174
H 4.47071 -1.16018 -1.43482
H 4.09892 -0.33174 -2.92491
C 2.35489 -1.05731 -1.86858
C 2.27567 -2.44464 -1.22753
H 2.76123 -3.18391 -1.86911
H 1.21671 -2.69894 -1.15484
C 2.92933 -2.50885 0.16706
H 2.59921 -3.42126 0.67454
H 4.01345 -2.57533 0.07172
H 1.67788 -0.39699 -1.32763
H 1.96185 -1.13833 -2.88308
H 4.95895 1.14470 -1.14747
H 3.41028 1.65759 -1.80835
H 2.21793 1.12986 0.16206
H 3.70339 1.90180 0.67349
H 4.59484 -0.57107 0.96710
H 3.52290 0.16238 2.16984
H 0.63964 -2.96476 1.21472
C -1.08232 -0.18097 1.86165
N -0.84846 0.45578 0.58350
C -0.48873 1.81138 0.52951
C -0.67938 2.67081 1.60739
C -0.25111 3.98331 1.53268
C 0.36178 4.46071 0.38755
C 0.54832 3.60928 -0.68765
C 0.13950 2.29021 -0.61751
H 0.28305 1.63094 -1.45747
H 1.02413 3.96940 -1.58759
H 0.68686 5.48870 0.33208
H -0.40948 4.64018 2.37542
H -1.18091 2.32732 2.49722
S -1.61878 -0.28709 -0.70117
O -1.77461 0.61955 -1.79523
O -0.90317 -1.50466 -0.95690
C -3.30869 -0.81518 -0.27922
C -3.56880 -2.17230 -0.26572
C -4.87493 -2.63271 -0.18973
C -5.93358 -1.73766 -0.18130
C -5.68638 -0.37773 -0.23559
C -4.37324 0.07558 -0.27566
N -4.14196 1.49554 -0.26090
O -3.17499 1.87293 0.36604
O -4.94137 2.20618 -0.81892
H -6.48796 0.34558 -0.24160
H -6.95046 -2.09602 -0.13954
H -5.06296 -3.69424 -0.15467
H -2.73612 -2.85320 -0.31408
H -2.10804 -0.02374 2.22017
H -0.36172 0.22239 2.57674
```

Atomic partial charges in e from the natural (NBO) method, atoms 1 to 5: number 1, O, carries -0.61; number 2, C, carries 0.68; number 3, N, carries -0.45; number 4, N, carries -0.28; number 5, C, carries 0.29